<w>
A structure of composition C4H10NO, computed with ωB97M-V with the def2-TZVPD basis set.

Output
LUMO   -3.75 eV
Total charge   +1

Last column: natural (NBO) charge in e.
Geometry (Å):
C: -2.11962 -0.62148 0.82532  -0.4180
C: -1.64296 -0.02165 -0.22547  0.0362
C: 1.15716 1.11772 0.47499  -0.6250
C: 0.92562 -0.42305 0.29415  0.2352
N: 0.03875 -0.65846 -0.81631  -0.6225
O: 2.09058 -1.16512 0.13073  -0.6847
H: -3.21961 -0.43774 0.87670  0.2945
H: -1.62645 -1.58173 1.29340  0.2717
H: -1.79265 0.99679 -0.66321  0.2587
H: 1.69857 1.27730 1.35117  0.2532
H: 0.19973 1.68130 0.48187  0.2328
H: 1.86462 1.22513 -0.40768  0.2112
H: 0.50435 -0.95680 1.17246  0.1997
H: 0.22110 -0.18167 -1.71000  0.4229
H: -0.19802 -1.55023 -1.28126  0.4504
H: 2.78632 -0.70690 -0.30374  0.4836

=====

<x>
The ion C4H10NO with charge +1, computed with ωB97M-V with the def2-TZVPD basis set.

Output
LUMO (spin up / spin down)   -7.57 / -7.57 eV
Total charge   +1

Last column: natural (NBO) charge in e.
Geometry (Å):
C: 0.94924 0.46216 -0.54382  0.2285
C: 1.96079 -0.03522 0.49623  -0.6845
C: -1.45530 0.78601 -0.89727  -0.4799
C: -0.64858 -1.16795 0.36535  -0.4514
N: -0.44897 0.07985 -0.21865  0.0349
O: 0.78184 -0.37578 -1.63215  -0.3015
H: 1.18791 1.59126 -0.85405  0.2351
H: 2.33400 -0.93326 0.24972  0.2467
H: 1.71344 0.21730 1.47750  0.2457
H: 2.79721 0.51812 0.39736  0.2561
H: -2.47449 0.46293 -0.87497  0.2647
H: -1.37893 1.73379 -0.40755  0.2571
H: -1.33963 1.06557 -1.99994  0.3170
H: -1.51887 -1.07450 0.95202  0.2849
H: -1.25834 -1.81366 -0.24142  0.2795
H: 0.19682 -1.66166 0.65639  0.2671

=====

<y>
A cluster of 2 separate species, C4H10NO in total, computed with ωB97M-V with the def2-TZVPD basis set.

Output
LUMO   -3.25 eV
Total charge   +1

Last column: natural (NBO) charge in e.
Geometry (Å):
C: 1.41925 0.35148 0.57794  0.7654
C: 1.49469 -0.50020 1.69844  -0.7999
C: -1.67746 -0.34963 0.09074  -0.6840
C: -0.44128 -0.33503 -0.70968  -0.2519
N: -0.30629 0.76268 -1.74998  -0.7015
O: 1.78951 1.26565 -0.03635  -0.4590
H: 2.16996 -0.04771 2.45851  0.2818
H: 0.42264 -0.68592 2.13078  0.2977
H: 1.93384 -1.42562 1.58263  0.3016
H: -1.70146 0.37358 0.92832  0.2216
H: -1.98245 -1.42600 0.51322  0.2649
H: -2.45302 -0.04411 -0.60108  0.2192
H: 0.01929 -1.30717 -0.91295  0.2337
H: 0.51088 1.39143 -1.59007  0.4300
H: -1.09347 1.45508 -1.68303  0.4425
H: -0.10463 0.52150 -2.69744  0.4378

=====

The structure shown above that is most stable: <y>.